No. 1
{"formula": "C41H29FN10O7PRu", "method": "ωB97M-V/def2-TZVPD", "spin_multiplicity": 2, "gap_ev": [5.47, 5.23], "e_above_lowest_kcal_mol": 2.0, "species": ["Ru", "C", "C", "C", "C", "C", "N", "C", "C", "C", "C", "C", "C", "C", "C", "N", "C", "N", "C", "N", "C", "N", "C", "N", "C", "N", "C", "C", "C", "C", "C", "C", "C", "C", "C", "C", "C", "C", "C", "C", "N", "H", "H", "H", "H", "H", "H", "H", "H", "H", "H", "H", "H", "H", "H", "H", "H", "F", "C", "C", "N", "C", "C", "O", "O", "C", "O", "N", "C", "O", "H", "H", "H", "H", "C", "O", "P", "O", "C", "O", "C", "H", "H", "H", "H", "H", "H", "H", "H", "H"], "xyz": [[-0.7516, 0.2700, -0.7453], [-6.3587, -0.1425, -4.2970], [-6.2838, -1.5109, -4.0357], [-5.2176, -2.0518, -3.3276], [-4.2446, -1.1768, -2.8830], [-2.9963, -1.3941, -2.1348], [-2.5251, -2.5438, -1.8364], [-1.3616, -2.6310, -1.0945], [-0.3069, -3.5507, -1.2720], [-0.0815, -4.5896, -2.1997], [1.0993, -5.2727, -2.1437], [2.0983, -4.9392, -1.1865], [1.9200, -3.9477, -0.2653], [0.6833, -3.2473, -0.2790], [0.0865, -2.2123, 0.4224], [1.9235, -1.1252, 1.6424], [2.0893, -0.1159, 0.8362], [1.2520, 0.5907, 0.0226], [2.0133, 1.6518, -0.4825], [1.6761, 2.6344, -1.2619], [0.4887, 2.8295, -1.8256], [-0.5918, 1.9916, -1.7862], [-1.6069, 2.5571, -2.4909], [-2.8049, 2.0539, -2.7809], [-3.1076, 0.7912, -2.5651], [-2.3945, -0.1450, -1.9124], [-4.3186, 0.1845, -3.1430], [-5.3679, 0.7278, -3.8602], [-1.1758, 3.8570, -2.9806], [-1.8277, 4.8310, -3.7235], [-1.1148, 5.9737, -4.0458], [0.2178, 6.1347, -3.6431], [0.8703, 5.1603, -2.9075], [0.1525, 4.0164, -2.5787], [3.3893, 1.5535, 0.0018], [4.5019, 2.3460, -0.2290], [5.6955, 1.9546, 0.3570], [5.7725, 0.7992, 1.1393], [4.6533, 0.0127, 1.3697], [3.4628, 0.4242, 0.7952], [-1.1205, -1.8293, -0.0216], [-7.2032, 0.2430, -4.8535], [-7.0709, -2.1605, -4.3966], [-5.1445, -3.1121, -3.1261], [-0.8347, -4.8222, -2.9414], [1.2972, -6.0707, -2.8472], [3.0366, -5.4795, -1.2046], [2.7192, -3.6768, 0.4154], [-5.4069, 1.7888, -4.0664], [-2.8550, 4.6920, -4.0324], [-1.5903, 6.7587, -4.6194], [0.7447, 7.0396, -3.9174], [1.9002, 5.2778, -2.5976], [4.4303, 3.2272, -0.8518], [6.5895, 2.5429, 0.1963], [6.7256, 0.5106, 1.5627], [4.7148, -0.9018, 1.9435], [2.0188, -0.8998, 7.1571], [2.5133, -1.4772, 6.0625], [1.7312, -2.1655, 5.2316], [2.2310, -2.7683, 4.0909], [1.3264, -3.3950, 3.1445], [0.2155, -2.4483, 2.7634], [-0.8373, -2.3183, 3.2683], [0.5071, -1.5477, 1.6203], [3.5734, -2.6983, 3.7526], [4.0437, -3.2087, 2.7613], [4.3452, -2.0046, 4.6626], [3.9488, -1.3376, 5.8237], [4.7334, -0.7485, 6.5211], [0.6706, -2.2757, 5.4139], [0.8454, -4.2689, 3.5860], [1.9045, -3.6934, 2.2791], [5.3337, -1.9807, 4.4534], [-0.4695, 1.1131, 3.0197], [-1.5882, 0.6408, 2.2901], [-1.9667, 1.1375, 0.8010], [-2.0771, 2.7245, 0.8855], [-0.9353, 3.5794, 0.9398], [-3.5266, 0.8598, 0.8102], [-4.0409, -0.4380, 1.1406], [-0.2714, 0.3915, 3.8112], [-0.6915, 2.0819, 3.4749], [0.4159, 1.2024, 2.3877], [-0.9899, 4.2843, 0.1111], [-0.0024, 3.0238, 0.8684], [-0.9562, 4.1235, 1.8838], [-5.0551, -0.4753, 0.7519], [-4.0498, -0.5611, 2.2232], [-3.4402, -1.2287, 0.6974]], "lowdin_spin": [0.011, -0.003, 0.004, -0.003, 0.003, -0.005, 0.046, -0.003, 0.004, -0.002, 0.004, -0.002, 0.003, 0.001, 0.012, 0.093, 0.030, 0.027, 0.130, -0.024, 0.197, -0.013, 0.113, 0.040, 0.039, 0.045, -0.002, 0.004, 0.042, 0.011, 0.037, 0.013, 0.031, 0.027, 0.005, 0.018, -0.002, 0.021, -0.001, 0.022, 0.004, 0.000, 0.000, 0.000, 0.000, 0.000, 0.000, 0.000, 0.000, 0.000, 0.002, 0.000, 0.001, 0.001, -0.001, 0.001, 0.000, 0.000, 0.000, 0.000, 0.000, 0.001, 0.002, 0.002, 0.006, 0.000, 0.000, 0.000, 0.000, 0.000, 0.000, 0.000, 0.000, 0.000, 0.000, 0.001, 0.001, 0.001, 0.002, -0.001, 0.000, 0.000, 0.000, 0.000, 0.001, 0.001, 0.000, 0.000, 0.000, 0.000]}

No. 2
{"formula": "C41H29N4OS2Ti", "method": "ωB97M-V/def2-TZVPD", "spin_multiplicity": 2, "charge": 2, "gap_ev": [6.73, 6.77], "e_above_lowest_kcal_mol": 13.1, "species": ["Ti", "C", "C", "C", "C", "C", "C", "C", "C", "C", "C", "C", "C", "C", "C", "C", "N", "H", "H", "H", "H", "H", "H", "H", "H", "H", "H", "S", "C", "C", "C", "C", "C", "C", "N", "C", "C", "C", "C", "C", "C", "C", "C", "N", "C", "C", "C", "C", "C", "S", "C", "H", "H", "H", "H", "H", "H", "H", "H", "H", "H", "H", "H", "O", "C", "C", "C", "C", "C", "C", "N", "H", "H", "H", "H", "H", "H", "H"], "xyz": [[0.1561, -0.2189, 0.1004], [1.3597, 4.0330, 0.2557], [1.2997, 4.2115, 1.6336], [1.0751, 3.1239, 2.4604], [0.9022, 1.8610, 1.8962], [0.9096, 1.6580, 0.5002], [1.1609, 2.7753, -0.2981], [0.6508, 0.6789, 2.7429], [1.1962, 0.5519, 4.0394], [1.0347, -0.6103, 4.7264], [0.2360, -1.6461, 4.1856], [-0.0299, -2.8450, 4.8843], [-0.8913, -3.7715, 4.3677], [-1.5461, -3.5131, 3.1466], [-1.2853, -2.3702, 2.4385], [-0.3538, -1.4305, 2.9251], [-0.0641, -0.3011, 2.1823], [1.5505, 4.8831, -0.3864], [1.4266, 5.1971, 2.0602], [1.0185, 3.2631, 3.5330], [1.1980, 2.6748, -1.3789], [1.7786, 1.3657, 4.4461], [1.4926, -0.7460, 5.6987], [0.4391, -3.0033, 5.8472], [-1.1020, -4.6835, 4.9084], [-2.2847, -4.2154, 2.7823], [-1.8298, -2.1484, 1.5306], [-5.7346, 3.7402, 0.5553], [-6.3277, 3.8501, 2.1470], [-5.5937, 3.1056, 3.0195], [-4.5393, 2.4152, 2.3762], [-4.4909, 2.6461, 1.0261], [-3.5417, 2.1084, 0.0526], [-2.5393, 1.2148, 0.4642], [-1.6283, 0.7023, -0.3491], [-1.6377, 1.0694, -1.6612], [-2.6147, 1.9215, -2.1782], [-2.6081, 2.2228, -3.5858], [-1.6730, 1.7033, -4.4046], [-0.6229, 0.8647, -3.8890], [0.3898, 0.3232, -4.6893], [1.4010, -0.4417, -4.1351], [1.3860, -0.5884, -2.7379], [0.4363, -0.1034, -1.9574], [-0.5902, 0.5867, -2.5201], [2.4558, -1.0575, -4.9395], [2.5622, -1.0891, -6.3023], [3.7082, -1.7871, -6.7567], [4.4533, -2.2801, -5.7313], [3.7680, -1.9126, -4.2124], [-3.5691, 2.4351, -1.2919], [-7.1863, 4.4675, 2.3557], [-5.8023, 3.0459, 4.0766], [-3.8556, 1.7683, 2.9073], [-2.4752, 0.8992, 1.4975], [-3.3806, 2.8718, -3.9772], [-1.6846, 1.9245, -5.4638], [0.3776, 0.5211, -5.7535], [2.1976, -1.1021, -2.2354], [1.8514, -0.6277, -6.9727], [3.9677, -1.9125, -7.7966], [5.3736, -2.8389, -5.7800], [-4.3348, 3.0999, -1.6746], [-0.4278, -2.3705, -0.4972], [0.6511, -3.3118, -0.3684], [1.7879, -2.7086, 0.4106], [2.7089, -3.5465, 1.0172], [3.8219, -2.9938, 1.6248], [3.9841, -1.6154, 1.6023], [3.0108, -0.8436, 1.0077], [1.9146, -1.3696, 0.4250], [-1.2039, -2.8304, -0.8344], [1.0122, -3.5804, -1.3663], [0.3046, -4.2178, 0.1288], [2.5550, -4.6172, 1.0013], [4.5541, -3.6285, 2.1055], [4.8470, -1.1422, 2.0481], [3.0836, 0.2359, 0.9845]], "lowdin_spin": [0.899, 0.000, 0.002, 0.001, 0.000, -0.015, 0.000, 0.020, -0.002, 0.019, 0.000, 0.004, -0.002, 0.005, -0.001, 0.004, -0.004, 0.000, 0.000, 0.000, 0.000, 0.000, 0.001, 0.000, 0.000, 0.000, 0.000, 0.000, 0.000, 0.000, 0.000, 0.000, 0.001, 0.007, 0.010, 0.003, 0.001, 0.000, 0.000, 0.000, 0.003, 0.000, 0.005, 0.007, 0.004, 0.000, 0.000, 0.000, 0.000, 0.000, 0.002, 0.000, 0.000, 0.000, 0.000, 0.000, 0.000, 0.000, 0.000, 0.000, 0.000, 0.000, 0.000, 0.002, 0.001, 0.007, -0.001, 0.009, -0.001, 0.010, 0.002, 0.000, 0.000, 0.000, 0.000, 0.000, 0.000, 0.000]}

No. 3
{"formula": "C41H30ClGaN3O4P2Te", "method": "ωB97M-V/def2-TZVPD", "charge": 1, "gap_ev": 5.59, "species": ["Ga", "Te", "C", "C", "C", "N", "C", "C", "C", "P", "C", "C", "C", "C", "C", "C", "C", "C", "C", "C", "C", "C", "P", "C", "C", "C", "C", "C", "C", "C", "C", "C", "C", "C", "C", "H", "H", "H", "H", "H", "H", "H", "H", "H", "H", "H", "H", "H", "H", "H", "H", "H", "H", "H", "H", "H", "H", "H", "H", "O", "C", "O", "C", "C", "Cl", "N", "N", "C", "C", "O", "O", "C", "C", "C", "C", "C", "C", "H", "H", "H", "H", "H", "H"], "xyz": [[1.7980, -0.6235, 0.5979], [-1.6024, -1.0728, -3.2094], [-3.4254, -0.0055, -3.1110], [-4.2275, 0.1949, -4.2696], [-5.1513, 1.2068, -4.2227], [-5.4764, 1.9126, -3.1346], [-4.9588, 1.4745, -2.0047], [-3.8513, 0.6273, -1.9431], [-0.6129, -0.1534, -1.6040], [1.0488, 0.5031, -1.8034], [1.7854, -0.0541, -3.3061], [2.1122, 0.7723, -4.3967], [2.5043, 0.2227, -5.6187], [2.7692, -1.1217, -5.7428], [2.6997, -1.9063, -4.5913], [2.0557, -1.3916, -3.4103], [0.6329, 2.3299, -1.9260], [-0.2412, 2.6995, -2.9727], [-0.1840, 4.0455, -3.3923], [0.6792, 4.9782, -2.7973], [1.4002, 4.6006, -1.6857], [1.2702, 3.3254, -1.1294], [-0.7292, -0.6398, 0.1390], [-1.7755, -2.0554, 0.2596], [-3.1686, -2.1187, 0.2445], [-3.8024, -3.4087, 0.4036], [-3.0528, -4.5867, 0.4362], [-1.6670, -4.5408, 0.4590], [-1.0906, -3.2993, 0.3325], [-1.4142, 0.7405, 1.1784], [-1.5461, 0.4731, 2.5450], [-1.8877, 1.4783, 3.4912], [-2.0816, 2.7653, 3.0575], [-2.0203, 2.9978, 1.6584], [-1.7028, 2.0554, 0.7543], [-4.1685, -0.4828, -5.1188], [-5.6930, 1.5088, -5.1051], [-5.2437, 1.9120, -1.0633], [-3.3507, 0.4980, -0.9848], [2.0501, 1.9415, -4.3697], [2.7627, 0.7536, -6.5299], [3.1286, -1.5390, -6.7168], [3.0515, -2.9391, -4.4724], [1.8617, -2.1456, -2.6594], [-0.8046, 1.8848, -3.5043], [-0.9708, 4.3046, -4.1194], [0.8961, 6.0231, -3.2411], [1.8989, 5.3124, -1.0290], [1.6590, 3.1430, -0.1391], [-3.7538, -1.2198, 0.1867], [-4.8583, -3.5098, 0.5170], [-3.4826, -5.5955, 0.4931], [-1.1190, -5.5034, 0.6474], [-0.0385, -3.3234, 0.1956], [-1.7205, -0.5463, 2.8929], [-1.9877, 1.2361, 4.5146], [-2.3129, 3.5912, 3.7736], [-2.1178, 3.9917, 1.4330], [-1.5783, 2.3429, -0.2751], [3.3565, -5.6041, 2.3682], [3.1377, -4.8947, 3.4463], [3.3179, -5.2681, 4.5823], [2.8481, -3.3940, 3.3054], [2.6286, -2.3275, 4.2690], [2.6060, -2.3278, 5.9400], [2.3715, -1.1329, 3.6507], [2.3767, -1.3465, 2.2447], [2.5870, -2.7131, 2.0634], [2.6684, -3.0777, 0.5717], [2.8226, -4.2516, 0.2052], [2.5475, -2.0852, -0.2873], [2.3764, 0.1891, 4.2610], [3.3151, 1.1440, 3.8284], [3.1473, 2.4745, 4.1535], [2.0925, 2.9148, 4.9737], [1.2518, 1.9425, 5.4800], [1.3117, 0.5589, 5.1194], [3.1628, -5.0890, 1.4995], [4.0623, 0.8756, 3.0564], [3.8779, 3.2538, 3.7645], [1.9194, 3.9610, 5.1885], [0.4588, 2.2771, 6.1795], [0.5620, -0.1434, 5.5252]], "mulliken_charge": [0.811, 0.505, 0.246, -0.595, -0.322, -0.598, -0.688, 0.318, -0.492, -0.030, 0.695, -0.376, -0.649, -0.517, -0.731, -0.472, 0.341, 0.240, -0.622, -0.506, -0.633, -0.504, 1.108, 0.187, 0.017, -0.892, -0.468, -0.509, -0.601, 0.348, -0.751, -0.669, -0.528, -1.196, -0.667, 0.379, 0.402, 0.425, 0.016, 0.161, 0.374, 0.364, 0.406, 0.352, 0.264, 0.412, 0.307, 0.368, 0.555, 0.507, 0.458, 0.361, 0.388, 0.441, 0.370, 0.612, 0.371, 0.579, 0.905, -0.532, 0.377, -0.547, -0.211, 0.282, -0.069, 0.521, 0.278, 0.345, 0.735, -0.707, -0.276, 0.078, -0.410, -0.512, -0.529, -0.624, -0.253, 0.413, 0.474, 0.329, 0.474, 0.342, 0.444]}